1.
Below is one molecule with the formula C5H9NO, with properties calculated with the ωB97M-V functional and the def2-TZVPD basis.

Computed properties:
SMILES: CC1(C)CNC1=O
charge: 0
highest occupied orbital energy: -9.602 eV
relative energy (zero: lowest compared OMol25 entry of this formula, charge and spin): 75.7 kJ/mol
maximum force: 0.0085 Eh/bohr
calculated total energy: -8868.4281 eV

```
16
Properties=species:S:1:pos:R:3:nbo_charge:R:1
H 0.0198 -2.0280 0.6619 0.187
C 0.4565 -1.0359 0.8243 -0.196
H -1.7949 0.5096 -1.4053 0.219
O 1.8270 0.9545 -1.4269 -0.594
H -0.6895 -0.7351 -1.9852 0.223
H -1.5786 1.1452 1.2071 0.211
C -1.1735 -0.3332 -1.0904 -0.605
H -1.8409 -1.1043 -0.6924 0.211
C -0.1452 0.1109 -0.0441 -0.144
C -0.6082 1.3354 0.7333 -0.600
C 1.2845 0.2380 -0.6215 0.688
H 2.6371 -1.2294 0.2366 0.404
H 0.1097 1.6149 1.5125 0.212
H 0.4946 -0.8176 1.8988 0.186
N 1.7230 -0.8130 0.1362 -0.627
H -0.7215 2.1880 0.0551 0.225
```


2.
Below is C5H9NO as an isolated structure, with properties calculated with the ωB97M-V functional and the def2-TZVPD basis.

Computed properties:
charge: 0
highest occupied orbital energy: -9.538 eV
relative energy (zero: lowest compared OMol25 entry of this formula, charge and spin): 339.2 kJ/mol
maximum force: 0.0838 Eh/bohr
calculated total energy: -8865.6973 eV

```
16
Properties=species:S:1:pos:R:3:nbo_charge:R:1
H -2.3696 0.6145 1.3832 0.150
C -2.5208 0.0337 0.3364 -0.239
H 2.8774 0.7831 0.6536 0.223
O -1.6133 -0.9245 0.1422 -0.519
H -0.9187 -0.6634 -1.7518 0.178
N 0.5785 -1.3075 -0.5703 -0.403
H 3.3424 -0.3648 -0.3137 0.236
C 1.2622 -0.3367 -0.1245 0.323
H 2.7577 -0.8987 1.1943 0.244
H -0.1173 1.2274 0.6653 0.224
H -2.4988 0.8215 -0.3666 0.165
C -0.6123 -0.4542 -0.7054 0.215
C 2.6276 -0.1954 0.4027 -0.682
H -3.4843 -0.4538 0.2168 0.191
H 0.5174 1.3949 -0.9498 0.218
C 0.1720 0.7239 -0.2122 -0.523
```